Record 1
A cluster of 15 separate species, H30O15 in total in a non-equilibrium geometry, computed with ωB97M-V with the def2-TZVPD basis set.

```
! wB97M-V def2-TZVPD RIJCOSX def2/J DEFGRID3
* xyz 0 1
H 0.911 -0.009 0.864
H -0.520 0.236 0.415
H -0.584 4.298 -0.531
H 0.217 4.276 0.760
H -2.625 -1.870 2.213
H -3.970 -2.007 1.517
H 4.313 0.701 2.395
H 4.913 1.382 1.176
H 0.649 -2.416 1.588
H 1.987 -2.386 0.867
H 1.531 4.270 -3.187
H 1.120 3.322 -2.073
H -3.413 -1.707 -2.679
H -2.769 -0.557 -1.921
H 3.855 -2.593 -1.311
H 2.429 -2.071 -1.257
H -3.642 -0.091 0.145
H -2.383 -0.941 0.121
H -0.120 -4.017 -1.375
H -0.348 -2.961 -0.306
H 0.172 0.117 -2.972
H 0.189 0.108 -1.452
H -1.121 2.192 1.626
H -2.266 1.845 0.688
H 0.406 -0.201 3.860
H 1.370 0.913 3.484
H 5.043 -0.611 -1.170
H 4.686 -0.383 0.289
H -4.906 -0.171 -0.866
H -5.005 1.259 -1.372
O 0.165 0.586 0.996
O -0.501 4.744 0.319
O -3.574 -1.858 2.384
O 4.987 0.587 1.716
O 1.163 -1.895 0.961
O 0.846 3.638 -2.941
O -2.615 -1.469 -2.194
O 2.937 -2.885 -1.343
O -3.106 -0.671 0.698
O 0.242 -3.192 -1.033
O 0.678 -0.210 -2.219
O -1.859 1.580 1.521
O 0.435 0.679 3.467
O 4.460 -0.095 -0.602
O -4.380 0.533 -1.262
*
```

Summary:
* ΔE to the lowest compared entry with this formula, charge and spin: 505.6 kJ/mol
* DFT total energy: -31196.4252 eV
* HOMO-LUMO gap: 9.32 eV
* E_HOMO: -0.350 hartree
* max |F|: 3.6 eV Å⁻¹

Record 2
A cluster of 2 separate species, C2H2N3O in total in a non-equilibrium geometry, computed with ωB97M-V with the def2-TZVPD basis set.

```
! wB97M-V def2-TZVPD RIJCOSX def2/J DEFGRID3
* xyz 1 1
C 1.207 0.091 0.052
C 0.529 -2.231 -0.208
N 2.231 0.266 -0.710
N 3.078 0.492 -1.372
N 0.545 -1.045 0.092
O 0.383 -3.358 -0.316
H 0.641 0.962 0.545
H -2.158 -1.647 -1.361
*
```

Summary:
* ΔE to the lowest compared entry with this formula, charge and spin: 417.0 kJ/mol
* DFT total energy: -8610.5323 eV
* HOMO-LUMO gap (alpha / beta): 9.21 / 6.61 eV
* E_HOMO (alpha / beta): -0.562 / -0.543 hartree
* max |F|: 4.7 eV Å⁻¹

Record 3
The molecule C2H4N4O, computed with ωB97M-V with the def2-TZVPD basis set.

```
! wB97M-V def2-TZVPD RIJCOSX def2/J DEFGRID3
* xyz 0 1
N 2.430 0.017 0.469
C 1.272 0.305 -0.163
N 0.261 -0.362 -0.854
N -0.940 -0.580 -0.103
C -1.789 0.439 -0.017
O -2.956 -0.030 0.457
N 0.596 1.199 -0.714
H 2.759 -0.913 0.243
H 3.136 0.732 0.325
H -1.241 -1.554 -0.104
H -3.529 0.745 0.462
*
```

Summary:
* ΔE to the lowest compared entry with this formula, charge and spin: 533.2 kJ/mol
* DFT total energy: -10141.6087 eV
* HOMO-LUMO gap: 9.18 eV
* E_HOMO: -0.312 hartree
* max |F|: 0.8 eV Å⁻¹

Record 4
The molecule C5H10O in a non-equilibrium geometry, computed with ωB97M-V with the def2-TZVPD basis set.

```
! wB97M-V def2-TZVPD RIJCOSX def2/J DEFGRID3
* xyz 0 1
C -2.049 -0.537 -0.087
C -0.567 -0.174 -0.294
C -0.252 1.290 0.258
C 0.386 -1.112 0.343
C 1.606 -1.402 -0.143
H -2.235 -0.627 0.980
H -2.776 0.139 -0.578
H -2.256 -1.525 -0.516
H -0.332 -0.135 -1.384
H -0.367 1.238 1.389
H -0.989 2.011 -0.056
H 1.686 1.111 0.183
H 0.218 -1.399 1.368
H 2.333 -1.924 0.497
H 1.950 -1.132 -1.162
O 1.004 1.732 -0.147
*
```

Summary:
* ΔE to the lowest compared entry with this formula, charge and spin: 105.8 kJ/mol
* DFT total energy: -7393.6689 eV
* HOMO-LUMO gap: 10.79 eV
* SMILES: C=C[C@@H](C)CO
* E_HOMO: -0.356 hartree
* max |F|: 2.2 eV Å⁻¹

Record 5
The molecule C4H3NO in a non-equilibrium geometry, computed with ωB97M-V with the def2-TZVPD basis set.

```
! wB97M-V def2-TZVPD RIJCOSX def2/J DEFGRID3
* xyz 0 1
C -0.659 0.892 0.851
C -0.703 0.090 -0.466
C 0.336 -0.656 -0.859
C 1.492 -0.760 -0.053
O 0.212 1.635 1.215
N 2.394 -0.761 0.662
H -1.693 0.957 1.273
H -1.660 -0.018 -0.956
H 0.282 -1.381 -1.666
*
```

Summary:
* ΔE to the lowest compared entry with this formula, charge and spin: 51.4 kJ/mol
* DFT total energy: -7732.2109 eV
* HOMO-LUMO gap: 9.78 eV
* SMILES: N#C/C=C\C=O
* E_HOMO: -0.386 hartree
* max |F|: 2.6 eV Å⁻¹

Record 6
A structure of composition C2H6O2Si in a non-equilibrium geometry, computed with ωB97M-V with the def2-TZVPD basis set.

```
! wB97M-V def2-TZVPD RIJCOSX def2/J DEFGRID3
* xyz 0 1
C 1.586 0.020 -0.507
C 0.902 -0.143 0.581
O -1.540 1.553 -0.495
O -1.441 -1.565 -0.435
Si -0.940 -0.351 0.519
H 2.589 0.316 -0.595
H 1.123 -0.104 -1.382
H 1.325 0.144 1.480
H -1.078 2.099 0.082
H -0.779 -1.711 -1.101
H -1.746 -0.257 1.853
*
```

Summary:
* ΔE to the lowest compared entry with this formula, charge and spin: 192.6 kJ/mol
* DFT total energy: -14143.1014 eV
* HOMO-LUMO gap: 10.09 eV
* E_HOMO: -0.358 hartree
* max |F|: 5.4 eV Å⁻¹

Record 7
A cluster of 13 separate species, C4H32O14S in total in a non-equilibrium geometry, computed with ωB97M-V with the def2-TZVPD basis set.

```
! wB97M-V def2-TZVPD RIJCOSX def2/J DEFGRID3
* xyz 0 1
O -2.094 -1.055 2.162
C -1.099 -0.358 2.173
O -0.312 -0.047 3.209
C -0.760 0.247 0.813
C 0.520 -0.384 0.359
C 0.831 0.065 -1.115
S 2.428 0.937 -1.322
H 0.526 0.439 3.002
H -1.550 -0.138 0.107
H -0.793 1.336 0.737
H 0.434 -1.491 0.431
H 1.340 -0.087 1.025
H 0.650 -0.835 -1.756
H -0.101 0.540 -1.482
H -1.264 -2.223 -2.833
H 0.556 3.351 0.439
H 1.457 4.227 1.361
O 0.835 3.505 1.345
H -1.245 0.753 -4.465
H 3.295 -0.109 -0.963
O -0.650 0.222 -3.935
H 1.634 2.364 2.026
H 1.817 1.873 3.450
O 1.861 1.516 2.564
H 0.162 -2.276 3.259
H -0.831 -3.421 3.313
O 0.037 -3.179 3.019
H -2.483 -2.030 0.670
H -2.955 -2.770 -0.623
O -2.286 -2.188 -0.278
H -0.113 -3.110 -0.528
H 1.003 -3.562 0.377
O 0.810 -3.424 -0.574
H -2.829 2.614 2.103
H -1.283 2.644 2.501
O -1.953 2.957 1.838
H 1.630 -2.823 -2.046
H 1.778 -1.838 -3.191
O 2.031 -2.742 -2.899
H -0.775 4.347 -0.807
H -1.623 3.068 -0.229
O -0.868 3.399 -0.793
H -0.096 -2.934 -3.351
H -0.223 -0.514 -4.470
O -0.834 -2.380 -3.699
H 3.901 -0.387 1.282
H 3.853 0.870 2.010
O 4.523 0.307 1.579
H -2.304 1.917 -1.750
H -3.294 0.949 -2.169
O -3.295 1.859 -1.876
*
```

Summary:
* ΔE to the lowest compared entry with this formula, charge and spin: 228.4 kJ/mol
* DFT total energy: -44167.7943 eV
* HOMO-LUMO gap: 8.84 eV
* E_HOMO: -0.333 hartree
* max |F|: 3.1 eV Å⁻¹

Record 8
A structure of composition C36H36CaN2O4PS2SbSe2 in a non-equilibrium geometry, computed with ωB97M-V with the def2-TZVPD basis set.

```
! wB97M-V def2-TZVPD RIJCOSX def2/J DEFGRID3
* xyz -2 1
Ca 0.095 0.115 0.952
C 0.170 0.004 5.142
C -0.390 -1.051 4.201
C 0.247 -2.239 4.012
C -0.248 -3.256 3.237
C 0.559 -4.479 3.136
C -1.454 -3.112 2.587
C -2.165 -1.901 2.738
C -3.488 -1.764 2.088
C -1.652 -0.906 3.605
H -0.436 0.116 6.019
H 0.081 0.959 4.620
H 1.163 -0.224 5.423
H 1.246 -2.336 4.195
H 0.679 -4.771 2.068
H -0.010 -5.326 3.673
H 1.532 -4.384 3.684
H -1.908 -3.882 1.950
H -3.868 -2.747 1.947
H -3.433 -1.192 1.148
H -4.180 -1.257 2.744
H -2.266 -0.044 3.710
Se -1.675 1.951 -0.948
P -1.689 3.429 0.496
Se -1.179 2.587 2.437
C -3.315 4.176 0.887
C -3.382 5.164 1.877
C -4.591 5.771 2.246
C -5.746 5.500 1.576
C -5.659 4.522 0.580
C -4.484 3.873 0.217
C -0.622 4.817 -0.140
C 0.779 4.617 -0.054
C 1.637 5.558 -0.595
C 1.191 6.695 -1.215
C -0.230 6.822 -1.341
C -1.139 5.907 -0.807
H -2.483 5.546 2.437
H -4.568 6.505 3.004
H -6.642 6.055 1.690
H -6.529 4.281 -0.030
H -4.482 3.103 -0.574
H 1.091 3.696 0.446
H 2.707 5.397 -0.446
H 1.837 7.455 -1.607
H -0.677 7.681 -1.867
H -2.192 6.105 -0.976
S 2.027 1.340 -0.767
C 3.514 0.939 0.073
C 4.683 1.480 -0.582
N 5.477 2.025 -1.187
C 3.652 0.241 1.219
S 2.415 -0.570 2.157
C 4.978 0.141 1.697
N 6.081 0.128 1.985
C 0.103 -0.905 -3.167
Sb 2.259 -0.807 -3.487
C 2.160 -2.150 -5.267
C 2.049 0.886 -4.861
H -0.247 -1.190 -4.166
H -0.199 0.129 -2.962
H -0.119 -1.649 -2.398
H 1.167 -2.094 -5.699
H 2.343 -3.209 -5.053
H 2.818 -1.797 -5.993
H 2.645 1.750 -4.529
H 1.005 1.193 -4.976
H 2.405 0.700 -5.902
O -2.003 -3.192 -1.029
C -0.922 -2.814 -0.567
O -0.735 -1.766 0.138
C 0.264 -3.690 -0.862
C 1.499 -3.473 -0.308
C 2.620 -4.296 -0.686
C 2.325 -5.236 -1.639
O 3.189 -6.196 -2.073
C 2.465 -6.885 -3.114
O 1.109 -6.672 -2.819
C 1.059 -5.457 -2.155
C 0.042 -4.645 -1.861
H 1.689 -2.673 0.413
H 3.623 -4.093 -0.337
H 2.639 -7.968 -3.056
H 2.633 -6.462 -4.067
H -0.944 -4.602 -2.286
*
```

Summary:
* ΔE to the lowest compared entry with this formula, charge and spin: 0.0 kJ/mol
* DFT total energy: -235720.4672 eV
* HOMO-LUMO gap: 5.95 eV
* E_HOMO: -0.074 hartree
* max |F|: 3.0 eV Å⁻¹

Record 9
A structure of composition C32H45Cl30FN3O5 in a non-equilibrium geometry, computed with ωB97M-V with the def2-TZVPD basis set.

```
! wB97M-V def2-TZVPD RIJCOSX def2/J DEFGRID3
* xyz 1 1
C -4.012 1.966 3.884
O -2.594 1.957 3.569
C -2.302 2.544 2.284
C -1.233 1.569 1.522
N 0.025 2.306 1.111
C 0.201 2.422 -0.377
C 1.455 3.324 -0.820
C 1.109 4.910 -0.747
O 1.892 5.782 -1.249
C -0.259 5.446 -0.045
C -1.513 5.488 -0.981
C -2.932 5.930 -0.488
C -3.036 6.327 1.031
C -1.773 6.303 1.962
C -0.374 5.858 1.443
C 0.228 0.914 -0.958
C -0.085 1.060 -2.559
C -0.369 -0.340 -3.275
F 0.904 -0.971 -3.529
N -0.808 0.005 -0.384
C -0.197 -1.068 0.463
C -0.431 -2.468 -0.336
O 0.338 -3.537 0.300
C -0.289 -3.995 1.502
O 0.328 -3.749 2.587
C -1.911 0.738 0.302
C -3.138 -0.188 0.773
C -4.140 -0.272 -0.516
O -4.957 -1.468 -0.475
C -5.054 1.028 -0.688
N -4.555 2.003 -1.709
H -4.670 2.512 3.129
H -4.130 2.540 4.883
H -4.336 0.890 4.106
H -1.790 3.561 2.500
H -3.193 2.632 1.577
H -0.895 0.824 2.341
H 0.835 1.738 1.449
H 0.134 3.226 1.599
H -0.730 2.921 -0.853
H 1.776 3.109 -1.896
H 2.320 3.185 -0.070
H -1.410 5.161 -2.080
H -3.858 5.934 -1.170
H -4.055 6.624 1.443
H -1.897 6.585 3.063
H 0.560 5.805 2.090
H 1.301 0.496 -0.910
H 0.813 1.591 -3.059
H -0.999 1.730 -2.708
H -0.841 -0.095 -4.304
H -1.128 -1.006 -2.740
H 0.931 -0.978 0.619
H -0.672 -1.191 1.498
H -0.019 -2.381 -1.412
H -1.556 -2.704 -0.405
H -1.258 -4.584 1.559
H -2.369 1.494 -0.450
H -3.744 0.344 1.597
H -2.835 -1.213 1.167
H -3.445 -0.309 -1.444
H -4.324 -2.192 -0.242
H -5.266 1.594 0.284
H -6.088 0.664 -1.068
H -5.296 2.657 -2.002
H -4.109 1.541 -2.510
C 3.471 -4.211 3.684
Cl 3.727 -5.623 2.648
Cl 3.961 -4.565 5.347
Cl 4.355 -2.812 3.058
H 2.408 -3.972 3.683
C 7.368 -2.612 -0.068
Cl 7.308 -0.979 0.614
Cl 6.216 -3.671 0.754
Cl 7.045 -2.569 -1.809
H 8.369 -3.010 0.084
C -4.595 -3.297 3.439
Cl -2.876 -3.620 3.168
Cl -5.003 -1.647 2.955
Cl -5.586 -4.461 2.556
H -4.804 -3.401 4.502
C 5.567 5.165 -0.542
Cl 6.653 6.274 0.304
Cl 6.489 4.008 -1.511
Cl 4.524 4.316 0.612
H 4.934 5.746 -1.210
C 4.638 -5.213 -3.161
Cl 5.347 -6.831 -3.072
Cl 3.692 -5.029 -4.646
Cl 3.633 -4.895 -1.741
H 5.446 -4.485 -3.178
C -0.970 -7.742 1.973
Cl -0.722 -9.152 0.935
Cl -0.484 -8.099 3.635
Cl -0.074 -6.344 1.349
H -2.031 -7.497 1.971
C -5.384 -6.236 -1.090
Cl -5.186 -4.477 -1.115
Cl -5.453 -6.876 -2.736
Cl -4.069 -6.997 -0.181
H -6.323 -6.468 -0.592
C 1.614 9.659 -1.753
Cl 1.598 11.302 -1.096
Cl 0.424 8.646 -0.925
Cl 1.306 9.684 -3.495
H 2.602 9.234 -1.585
C -0.864 -2.195 -6.990
Cl 0.054 -1.554 -8.358
Cl -1.837 -0.918 -6.241
Cl -1.893 -3.538 -7.506
H -0.160 -2.568 -6.249
C 10.299 -3.694 2.911
Cl 8.549 -3.707 3.176
Cl 11.090 -4.913 3.920
Cl 10.671 -3.965 1.201
H 10.681 -2.715 3.194
*
```

Summary:
* DFT total energy: -426994.9572 eV
* HOMO-LUMO gap: 9.00 eV
* E_HOMO: -0.436 hartree
* max |F|: 5.7 eV Å⁻¹

Record 10
A structure of composition C23H34Br2NO5S3SiTa in a non-equilibrium geometry, computed with ωB97M-V with the def2-TZVPD basis set.

```
! wB97M-V def2-TZVPD RIJCOSX def2/J DEFGRID3
* xyz 2 1
Ta -0.996 1.385 0.339
Br 2.995 2.519 3.000
C 1.240 2.761 3.621
C 0.983 3.144 4.943
C -0.307 3.285 5.407
Br -0.597 3.790 7.201
C -1.416 3.015 4.553
C -2.772 3.084 4.910
C -3.737 2.742 3.984
C -3.362 2.311 2.710
N -2.096 2.248 2.340
C -1.133 2.603 3.224
C 0.196 2.499 2.745
O 0.312 2.086 1.496
H 1.815 3.313 5.612
H -3.044 3.392 5.911
H -4.782 2.797 4.238
H -4.106 2.018 1.978
C 1.995 -0.065 -2.951
C 1.893 0.625 -1.596
C 3.119 0.344 -0.734
C 1.702 2.135 -1.759
O 0.686 0.138 -0.904
Si 0.376 -1.457 -0.476
S -1.228 -0.887 0.979
O -0.225 -2.306 -1.663
C -1.414 -2.535 -2.466
C -0.901 -2.999 -3.823
C -2.207 -1.236 -2.574
C -2.227 -3.608 -1.754
O 1.609 -2.080 0.275
C 1.987 -3.462 0.599
C 0.786 -4.150 1.224
C 2.405 -4.135 -0.700
C 3.148 -3.332 1.574
H 2.905 0.255 -3.447
H 1.152 0.185 -3.589
H 2.031 -1.144 -2.825
H 3.976 0.877 -1.136
H 3.344 -0.718 -0.724
H 2.956 0.675 0.290
H 2.554 2.543 -2.294
H 1.654 2.625 -0.782
H 0.806 2.351 -2.344
H -0.320 -2.215 -4.298
H -1.738 -3.255 -4.463
H -0.272 -3.877 -3.708
H -1.550 -0.410 -2.853
H -2.703 -1.019 -1.627
H -2.968 -1.345 -3.341
H -1.648 -4.522 -1.648
H -3.122 -3.831 -2.328
H -2.521 -3.259 -0.764
H -0.028 -4.198 0.505
H 0.449 -3.600 2.098
H 1.043 -5.160 1.527
H 1.571 -4.148 -1.394
H 2.718 -5.156 -0.508
H 3.235 -3.602 -1.157
H 2.833 -2.799 2.467
H 3.967 -2.788 1.113
H 3.503 -4.316 1.864
C -0.986 4.725 -2.133
O -1.477 3.555 -1.459
C -2.711 3.115 -1.821
S -3.676 3.748 -2.948
S -3.098 1.684 -0.860
H -0.091 5.028 -1.595
H -1.734 5.519 -2.107
H -0.752 4.494 -3.172
*
```

Summary:
* ΔE to the lowest compared entry with this formula, charge and spin: 238.6 kJ/mol
* DFT total energy: -218142.5702 eV
* HOMO-LUMO gap: 5.62 eV
* E_HOMO: -0.518 hartree
* max |F|: 2.9 eV Å⁻¹